(one)
{
  "formula": "C4H6N2O2",
  "method": "ωB97M-V/def2-TZVPD",
  "charge": 0,
  "homo_lumo_gap_ev": 9.278,
  "species": ["C", "H", "H", "N", "C", "C", "N", "O", "O", "C", "H", "H", "H", "H"],
  "positions_angstrom": [[-0.76, 0.34, -0.03], [0.09, -2.14, -0.83], [0.01, 2.09, 1.28], [0.25, -0.56, -0.09], [0.09, 1.63, 0.11], [1.51, -0.10, 0.00], [2.57, -0.75, 0.04], [1.56, 1.27, -0.21], [-0.14, -1.97, 0.11], [-2.05, -0.06, -0.12], [-2.04, -1.24, -0.19], [-3.03, 0.50, 0.30], [-0.33, 2.77, -0.60], [2.27, -1.78, 0.24]],
  "lowdin_charge": [-0.346, 0.136, 0.163, -0.071, -0.058, -0.551, 0.160, -0.010, 0.034, 0.038, 0.087, 0.105, 0.214, 0.100]
}

***

(two)
{
  "formula": "C4H6N2O2",
  "method": "ωB97M-V/def2-TZVPD",
  "smiles": "OCc1cncn1O",
  "charge": 0,
  "homo_lumo_gap_ev": 9.292,
  "species": ["C", "C", "N", "C", "H", "C", "H", "N", "H", "H", "H", "O", "O", "H"],
  "positions_angstrom": [[-0.04, -0.63, 0.01], [1.69, 0.73, 0.01], [0.35, 0.71, 0.04], [1.10, -1.38, 0.01], [-1.55, -1.55, 1.13], [-1.46, -1.06, 0.06], [-0.74, 1.98, -0.81], [2.20, -0.53, 0.02], [-2.29, 0.52, 0.63], [-1.48, -1.77, -0.82], [1.20, -2.31, -0.52], [-0.42, 1.87, 0.04], [-2.46, -0.09, -0.11], [2.29, 1.60, -0.02]],
  "lowdin_charge": [-0.217, -0.135, -0.079, -0.117, 0.156, -0.218, 0.081, 0.051, 0.092, 0.146, 0.104, 0.085, -0.058, 0.110]
}

***

(three)
{
  "formula": "C4H6N2O2",
  "method": "ωB97M-V/def2-TZVPD",
  "smiles": "Cn1cnc(O)c1O",
  "charge": 0,
  "homo_lumo_gap_ev": 8.489,
  "species": ["C", "H", "N", "H", "O", "H", "C", "H", "N", "C", "O", "C", "H", "H"],
  "positions_angstrom": [[-0.58, -1.51, -0.12], [-1.25, -2.33, -0.17], [0.75, -1.57, -0.03], [2.97, -0.52, 0.20], [2.41, 0.28, -0.02], [0.76, 2.41, -0.12], [-2.41, 0.19, 0.04], [-2.62, 0.85, -0.82], [-1.07, -0.23, 0.02], [1.13, -0.25, 0.13], [-0.06, 1.97, -0.08], [0.05, 0.60, 0.05], [-2.52, 0.70, 1.01], [-3.04, -0.68, 0.15]],
  "lowdin_charge": [-0.142, 0.109, 0.113, 0.123, 0.026, 0.079, -0.032, 0.108, -0.095, -0.349, 0.098, -0.232, 0.105, 0.090]
}

***

Name the most stable of them. (three).

***

(one)
{
  "formula": "C4H6N2O2",
  "method": "ωB97M-V/def2-TZVPD",
  "smiles": "O/N=C1/NO[C@H]2C[C@@H]12",
  "charge": 0,
  "homo_lumo_gap_ev": 9.753,
  "species": ["H", "C", "O", "C", "H", "O", "C", "C", "N", "H", "H", "H", "N", "H"],
  "positions_angstrom": [[0.64, -1.39, -0.92], [0.70, -0.60, -0.18], [-0.96, -2.17, 0.37], [1.35, 0.77, -0.44], [1.03, -0.01, 1.77], [0.39, 1.87, -0.61], [-0.68, 0.01, -0.06], [1.59, 0.04, 0.82], [-0.79, 1.39, -0.05], [2.14, 0.73, -1.26], [-1.66, -2.75, 0.65], [-0.78, 1.88, 0.93], [-1.63, -0.94, -0.10], [2.44, -0.48, 0.98]],
  "lowdin_charge": [0.147, -0.165, -0.124, -0.193, 0.139, -0.090, -0.319, -0.038, 0.038, 0.179, 0.073, 0.198, 0.087, 0.068]
}

***

(two)
{
  "formula": "C4H6N2O2",
  "method": "ωB97M-V/def2-TZVPD",
  "smiles": "O=C1NNC[C@H]2O[C@H]12",
  "charge": 0,
  "homo_lumo_gap_ev": 9.708,
  "species": ["C", "N", "H", "C", "N", "O", "H", "H", "H", "O", "H", "C", "C", "H"],
  "positions_angstrom": [[-0.51, -1.27, -0.93], [-1.25, 0.13, -0.80], [0.43, 0.95, 1.94], [0.34, -1.27, 0.26], [-0.95, 1.00, 0.23], [-0.74, -1.78, -1.98], [-1.91, 0.91, 0.92], [-0.09, -1.31, 1.35], [1.01, 1.93, 0.43], [1.71, -1.36, 0.22], [1.45, 0.49, -0.75], [1.17, -0.03, 0.10], [0.44, 1.12, 0.94], [-1.12, 0.48, -1.92]],
  "lowdin_charge": [-0.352, -0.091, 0.073, -0.215, -0.152, 0.116, 0.198, 0.198, 0.111, 0.054, 0.117, -0.191, -0.069, 0.203]
}

***

(three)
{
  "formula": "C4H6N2O2",
  "method": "ωB97M-V/def2-TZVPD",
  "smiles": "CN1NC(=O)[C@@H]1C=O",
  "charge": 0,
  "homo_lumo_gap_ev": 9.579,
  "species": ["H", "N", "C", "C", "H", "O", "H", "H", "H", "H", "N", "C", "O", "C"],
  "positions_angstrom": [[1.45, 0.79, 0.04], [-1.15, 0.06, -0.76], [1.48, -1.39, -0.11], [0.82, -0.09, -0.08], [2.54, -1.34, -0.42], [0.11, -0.34, -2.71], [-0.51, 2.07, 0.91], [-0.21, 0.96, 2.29], [-1.84, 1.11, 1.62], [-2.11, -0.22, -0.92], [-0.52, -0.04, 0.52], [-0.78, 1.11, 1.37], [0.84, -2.43, -0.18], [-0.11, -0.25, -1.55]],
  "lowdin_charge": [0.137, 0.119, -0.236, -0.136, 0.128, 0.133, 0.087, 0.090, 0.081, 0.158, -0.153, -0.081, 0.048, -0.377]
}

***

(four)
{
  "formula": "C4H6N2O2",
  "method": "ωB97M-V/def2-TZVPD",
  "smiles": "N/C(C=O)=C(\\N)C=O",
  "charge": 0,
  "homo_lumo_gap_ev": 8.195,
  "species": ["O", "C", "H", "C", "H", "H", "O", "N", "H", "H", "H", "C", "C", "N"],
  "positions_angstrom": [[2.71, -1.06, -0.19], [-1.55, -1.11, 0.11], [-2.34, 1.03, -0.35], [1.51, -1.16, -0.11], [2.36, 1.19, 0.35], [0.93, 1.89, 0.71], [-2.75, -0.97, -0.11], [-1.33, 1.18, -0.15], [-1.15, -2.04, 0.68], [1.01, -2.17, -0.19], [-0.77, 1.87, -0.71], [-0.64, 0.05, -0.04], [0.65, 0.02, -0.01], [1.36, 1.28, 0.02]],
  "lowdin_charge": [0.052, -0.166, 0.118, -0.229, 0.114, 0.085, 0.030, 0.123, 0.151, 0.130, 0.132, -0.355, -0.271, 0.089]
}

***

Name the most stable of them. (four).